(1)
C3H9NO3 | ωB97M-V/def2-TZVPD

## Properties
HOMO energy (eV): -10.27
Structure (SMILES): CCNC(=O)O.O
Molecular weight (g/mol): 107.1

The geometry in ORCA input format:
```
! wB97M-V def2-TZVPD RIJCOSX def2/J DEFGRID3
* xyz 0 1
C -0.76981 -1.88779 0.24452
C 0.49566 -1.12950 0.65959
N 0.20044 0.16779 1.25650
C 0.55911 1.31995 0.64406
O 1.17236 1.43498 -0.38054
O -0.00010 2.38274 1.31542
H -0.57695 -2.96235 0.23253
H -1.57162 -1.74725 0.97128
H -1.08348 -1.62141 -0.76275
H 1.04543 -1.72558 1.38720
H 1.14625 -1.00226 -0.20218
H -0.63467 0.18058 1.83259
H 0.65810 3.06643 1.22232
O -0.05862 0.99520 -3.12680
H -0.91641 1.40288 -3.04536
H 0.33432 1.12557 -2.24839
*
```

For reference, the natural (NBO) charges in units of e are: atom 1 (C): -0.6214, atom 2 (C): -0.2270, atom 3 (N): -0.6242, atom 4 (C): 0.8857, atom 5 (O): -0.6605, atom 6 (O): -0.7040, atom 7 (H): 0.2178, atom 8 (H): 0.1986, atom 9 (H): 0.2224, atom 10 (H): 0.1896, atom 11 (H): 0.2308, atom 12 (H): 0.4034, atom 13 (H): 0.4934, atom 14 (O): -0.9520, atom 15 (H): 0.4595, atom 16 (H): 0.4877

(2)
C3H4F2O | ωB97M-V/def2-TZVPD

## Properties
HOMO energy (eV): -10.58
Structure (SMILES): FC(F)[C@H]1CO1
Molecular weight (g/mol): 94.1

The geometry in ORCA input format:
```
! wB97M-V def2-TZVPD RIJCOSX def2/J DEFGRID3
* xyz 0 1
F 1.77068 -0.68651 0.28539
C 0.85614 -0.00365 -0.39043
F 0.73184 1.22917 0.13774
C -0.53965 -0.63165 -0.30251
C -1.44679 -0.19995 0.77248
O -1.59793 0.25363 -0.58331
H 1.03920 -0.00866 -1.44324
H -0.62565 -1.59362 -0.82927
H -1.02117 0.47661 1.53266
H -2.34981 -0.77584 1.12099
*
```

For reference, the natural (NBO) charges in units of e are: atom 1 (F): -0.3229, atom 2 (C): 0.5503, atom 3 (F): -0.3323, atom 4 (C): -0.0175, atom 5 (C): -0.1164, atom 6 (O): -0.4748, atom 7 (H): 0.1261, atom 8 (H): 0.1909, atom 9 (H): 0.1999, atom 10 (H): 0.1968

(3)
C4H10O2 | ωB97M-V/def2-TZVPD

## Properties
HOMO energy (eV): -9.80
Structure (SMILES): CC(C)C=O.O
Molecular weight (g/mol): 90.1

The geometry in ORCA input format:
```
! wB97M-V def2-TZVPD RIJCOSX def2/J DEFGRID3
* xyz 0 1
C 1.37921 1.76643 -0.40007
C 0.66553 0.52495 0.13024
C 0.20309 0.61279 1.56112
C 1.57083 -0.70409 0.00189
O 1.11203 -1.80803 -0.12198
H 2.27537 2.07914 0.14404
H 0.72046 2.62710 -0.36275
H 1.63597 1.61962 -1.44119
H -0.10738 0.29686 -0.60755
H -0.47808 1.43407 1.80160
H 1.03887 0.58785 2.26143
H -0.41942 -0.24703 1.83096
H 2.65764 -0.49437 0.01747
O -4.41826 -2.66647 -1.49985
H -4.02460 -3.51190 -1.32259
H -3.81128 -2.11692 -1.99277
*
```

For reference, the natural (NBO) charges in units of e are: atom 1 (C): -0.6103, atom 2 (C): -0.3332, atom 3 (C): -0.6121, atom 4 (C): 0.4597, atom 5 (O): -0.5174, atom 6 (H): 0.2072, atom 7 (H): 0.2175, atom 8 (H): 0.2105, atom 9 (H): 0.2196, atom 10 (H): 0.2202, atom 11 (H): 0.2090, atom 12 (H): 0.2264, atom 13 (H): 0.1030, atom 14 (O): -0.9455, atom 15 (H): 0.4731, atom 16 (H): 0.4724

(4)
C8H38O12 | ωB97M-V/def2-TZVPD

## Properties
HOMO energy (eV): -8.35
Molecular weight (g/mol): 326.4

The geometry in ORCA input format:
```
! wB97M-V def2-TZVPD RIJCOSX def2/J DEFGRID3
* xyz 0 1
C 3.52136 -1.58888 -0.26198
C 2.47259 -1.51358 0.81995
C 1.12173 -1.52349 0.27963
C 0.24415 -0.31702 0.32896
C 0.80332 0.85228 0.59398
C -3.49442 0.75627 0.16312
C -2.00979 0.72568 0.29228
C -1.20295 -0.31486 0.21491
H 3.13520 -1.42006 -1.23633
H 4.01705 -2.52653 -0.33346
H 4.46844 -0.96354 -0.20088
H 2.74205 -0.57978 1.46396
H 2.63017 -2.28680 1.62382
H 0.54266 -2.29249 0.81383
H 1.10332 -2.07758 -0.66808
H 0.30359 1.78937 0.87659
H 1.91237 0.96003 0.56609
H -3.77323 0.41512 1.19432
H -4.02994 0.09999 -0.59993
H -3.93363 1.70699 -0.07520
H -1.76604 1.63873 0.85538
H -1.78229 -1.23645 -0.09633
H 0.38794 0.32825 4.51965
H 0.73230 -1.18071 3.83717
O 1.01297 -0.37635 4.43492
H 0.66145 -2.53730 -3.50116
H -0.17649 -1.42066 -2.97064
O 0.83801 -1.59664 -3.31231
H -1.08581 4.46767 0.18184
H -1.83263 4.80361 -0.99843
O -1.61766 4.04314 -0.43785
H 2.10842 0.84951 4.06092
H 3.17400 0.97738 2.81042
O 2.79677 1.45869 3.57874
H -2.52311 -2.61468 4.03074
H -2.51002 -2.43116 2.50712
O -2.07013 -2.20446 3.28229
H 0.73567 1.41328 -3.77712
H 1.24348 -0.03675 -3.94631
O 1.38704 0.92530 -4.14534
H -1.39987 0.31404 -2.72894
H -2.38473 -0.14054 -3.75546
O -1.91237 -0.51328 -3.04687
H 2.51308 3.15954 1.54006
H 2.40234 3.39603 3.01810
O 2.09407 3.76271 2.12392
H 0.42518 1.51165 -1.43896
H -0.97566 2.11413 -1.66628
O -0.41820 1.48221 -2.12428
H -3.01420 -2.55594 0.11996
H -2.74966 -3.84651 0.93191
O -3.14317 -2.90755 1.03334
H -4.25415 -1.64857 -1.25975
H -2.91426 -1.41976 -1.95272
O -3.43079 -2.12906 -1.50897
H 2.60357 1.55718 -2.66113
H 3.57859 1.16210 -1.74929
O 2.69232 1.53012 -1.64392
*
```

For reference, the natural (NBO) charges in units of e are: atom 1 (C): -0.6239, atom 2 (C): -0.4125, atom 3 (C): -0.4702, atom 4 (C): 0.0767, atom 5 (C): -0.4615, atom 6 (C): -0.6496, atom 7 (C): -0.1503, atom 8 (C): -0.2716, atom 9 (H): 0.2196, atom 10 (H): 0.2099, atom 11 (H): 0.2018, atom 12 (H): 0.1976, atom 13 (H): 0.2153, atom 14 (H): 0.2190, atom 15 (H): 0.2318, atom 16 (H): 0.2135, atom 17 (H): 0.2022, atom 18 (H): 0.2409, atom 19 (H): 0.1786, atom 20 (H): 0.2230, atom 21 (H): 0.1986, atom 22 (H): 0.1931, atom 23 (H): 0.4923, atom 24 (H): 0.5260, atom 25 (O): -0.9763, atom 26 (H): 0.4808, atom 27 (H): 0.5079, atom 28 (O): -0.9803, atom 29 (H): 0.4762, atom 30 (H): 0.4724, atom 31 (O): -0.9431, atom 32 (H): 0.5083, atom 33 (H): 0.4699, atom 34 (O): -1.0091, atom 35 (H): 0.4628, atom 36 (H): 0.4899, atom 37 (O): -0.9802, atom 38 (H): 0.4745, atom 39 (H): 0.5055, atom 40 (O): -0.9880, atom 41 (H): 0.5222, atom 42 (H): 0.4816, atom 43 (O): -0.9994, atom 44 (H): 0.4597, atom 45 (H): 0.5004, atom 46 (O): -0.9654, atom 47 (H): 0.5484, atom 48 (H): 0.5027, atom 49 (O): -1.0220, atom 50 (H): 0.5038, atom 51 (H): 0.4759, atom 52 (O): -0.9843, atom 53 (H): 0.4743, atom 54 (H): 0.5090, atom 55 (O): -0.9702, atom 56 (H): 0.5009, atom 57 (H): 0.4683, atom 58 (O): -0.9774

(5)
C2H2F3NO3 | ωB97M-V/def2-TZVPD

## Properties
HOMO energy (eV): -9.87
Molecular weight (g/mol): 145.0

The geometry in ORCA input format:
```
! wB97M-V def2-TZVPD RIJCOSX def2/J DEFGRID3
* xyz 0 1
C 0.66268 -0.49173 -0.10778
C -1.52574 -0.33844 0.00378
N 0.91444 0.71405 0.59549
O 0.50553 0.87110 1.72454
O 1.53607 1.53025 -0.11830
O 1.16164 -0.38723 -1.37503
F -1.81613 0.79306 -0.52500
F -1.87636 -1.48026 -0.54951
F -1.87481 -0.30323 1.27835
H 0.88179 -1.51354 0.39638
H 1.43090 0.60596 -1.32293
*
```

For reference, the natural (NBO) charges in units of e are: atom 1 (C): 0.1092, atom 2 (C): 1.0097, atom 3 (N): 0.4624, atom 4 (O): -0.3199, atom 5 (O): -0.4153, atom 6 (O): -0.6858, atom 7 (F): -0.2861, atom 8 (F): -0.2968, atom 9 (F): -0.3042, atom 10 (H): 0.2355, atom 11 (H): 0.4913

(6)
C5H15N3O | ωB97M-V/def2-TZVPD

## Properties
HOMO energy (eV): -8.61
Structure (SMILES): [H]/N=C(\C)ON.CN(C)C
Molecular weight (g/mol): 133.2

The geometry in ORCA input format:
```
! wB97M-V def2-TZVPD RIJCOSX def2/J DEFGRID3
* xyz 0 1
H -2.25344 -1.60854 -0.53432
N -1.54787 -2.18867 -0.09679
C -0.98594 -1.67774 0.91396
C -1.17026 -0.31988 1.52316
O -0.01876 -2.36216 1.55465
N 0.22644 -3.68449 1.09521
H -1.04048 0.47547 0.72213
H -2.13605 -0.29015 2.02645
H -0.39560 -0.10708 2.25587
H -0.50863 -4.26598 1.49320
H 0.07878 -3.66923 0.08328
C 0.02514 1.13643 -1.98085
N 1.03940 1.72836 -1.14125
C 0.51966 2.78702 -0.30684
C 1.74399 0.67793 -0.31817
H -0.71328 0.55678 -1.40122
H 0.50219 0.45834 -2.68760
H -0.48901 1.91750 -2.54147
H -0.19173 2.41890 0.44996
H 0.02091 3.52873 -0.93098
H 1.34690 3.26792 0.21374
H 2.52642 1.18362 0.24357
H 2.21817 -0.00075 -1.02532
H 1.20304 0.03769 0.38962
*
```

For reference, the natural (NBO) charges in units of e are: atom 1 (H): 0.3578, atom 2 (N): -0.7585, atom 3 (C): 0.5644, atom 4 (C): -0.7104, atom 5 (O): -0.3770, atom 6 (N): -0.4994, atom 7 (H): 0.2335, atom 8 (H): 0.2403, atom 9 (H): 0.2402, atom 10 (H): 0.3397, atom 11 (H): 0.3621, atom 12 (C): -0.4083, atom 13 (N): -0.4292, atom 14 (C): -0.4077, atom 15 (C): -0.4279, atom 16 (H): 0.1531, atom 17 (H): 0.2021, atom 18 (H): 0.1980, atom 19 (H): 0.1535, atom 20 (H): 0.1984, atom 21 (H): 0.2000, atom 22 (H): 0.1998, atom 23 (H): 0.2017, atom 24 (H): 0.1735

| no. | frontier orbital gap (Ha) |
| --- | --- |
| 1 | 0.401 |
| 2 | 0.428 |
| 3 | 0.389 |
| 4 | 0.314 |
| 5 | 0.323 |
| 6 | 0.349 |